{
  "formula": "C22H39BrMgN4O8P",
  "method": "ωB97M-V/def2-TZVPD",
  "symbols": ["H", "Mg", "C", "H", "N", "H", "H", "H", "H", "H", "C", "C", "C", "H", "O", "C", "H", "H", "H", "O", "N", "C", "P", "N", "C", "H", "H", "H", "C", "H", "O", "C", "H", "H", "H", "H", "H", "O", "C", "C", "Br", "H", "O", "H", "C", "H", "H", "H", "H", "H", "H", "O", "C", "C", "H", "C", "C", "C", "H", "H", "O", "C", "O", "H", "H", "C", "H", "H", "C", "H", "C", "H", "H", "N", "C", "H"],
  "positions_angstrom": [[0.757, -6.935, -2.559], [0.890, -5.552, -4.392], [2.565, 4.957, 3.443], [3.026, -3.449, -1.551], [3.022, 5.340, 2.069], [-0.172, -8.466, -0.629], [-7.726, 3.645, -5.289], [-6.645, 3.249, -6.635], [3.497, -4.086, 1.539], [-0.910, -5.016, -1.203], [0.452, -7.890, 0.062], [2.700, -4.422, -1.171], [0.629, -6.428, -0.441], [-3.222, 3.246, -0.569], [6.359, 2.412, 0.894], [-5.569, 1.340, -1.584], [-4.614, 1.187, -1.080], [-4.068, 6.427, 2.691], [0.485, 4.997, 4.470], [6.085, 0.833, -0.505], [1.267, -5.538, 0.573], [0.700, -3.223, -0.240], [2.140, 1.702, 1.839], [6.294, 1.212, 0.644], [1.825, -4.238, 0.086], [2.002, -3.295, 2.056], [3.031, -2.564, 0.820], [2.580, 6.257, 1.837], [-6.399, 2.094, -3.623], [2.251, -7.191, -1.674], [2.291, -6.233, 1.139], [-3.426, 5.649, 2.172], [3.615, 1.899, 3.431], [3.617, -4.970, -0.922], [1.105, -2.209, -0.318], [1.154, -4.554, -2.696], [-0.058, -3.207, 0.549], [6.436, 0.388, 1.544], [1.965, -5.170, -2.278], [-3.877, 4.854, 0.890], [2.232, 0.491, -0.107], [-4.911, 5.011, 0.432], [-7.538, 1.909, -3.274], [-1.589, 5.792, 3.545], [2.640, 4.391, 0.973], [-7.653, 1.970, -5.937], [0.200, -3.401, -1.191], [0.246, 2.944, 3.126], [-1.384, -6.685, -1.265], [-6.083, 0.379, -1.649], [4.041, 5.528, 2.105], [-6.006, 2.572, -4.815], [-7.079, 2.871, -5.708], [1.412, 3.409, 1.289], [2.407, 5.022, 0.033], [-2.856, 3.838, 0.352], [0.408, 3.871, 2.448], [-1.980, 5.253, 2.610], [-0.032, -7.916, 1.042], [-1.351, -5.854, 0.285], [3.733, 1.888, 2.445], [1.403, -6.502, -1.779], [-5.299, 1.856, -2.886], [2.935, 3.949, 3.814], [2.924, 5.798, 4.149], [2.634, -3.514, 1.192], [1.402, -8.426, 0.134], [3.564, 3.767, 0.682], [-1.079, 4.225, 1.913], [-6.156, 2.054, -1.001], [-0.825, -5.958, -0.667], [0.658, 6.029, 2.947], [0.908, 3.183, 0.278], [-1.552, 3.511, 0.783], [0.964, 5.025, 3.434], [2.660, -5.359, -3.112]],
  "atomic_forces_ev_per_a": [[-0.3110, -0.4139, 0.2321], [-0.1447, -0.2346, -0.3851], [-1.7092, 1.0237, 2.3108], [-0.1208, 0.0081, 0.2182], [0.1597, 0.5865, 0.2070], [0.0042, 0.3383, -0.0400], [-0.0044, -0.2107, 0.0314], [0.2005, -0.0812, 0.2380], [-0.2334, -0.1265, -0.0538], [0.0160, 0.1375, 0.0900], [0.7029, 0.1316, 0.2854], [0.1760, -0.0231, -0.0133], [-2.1693, -0.7563, -0.3140], [0.8257, 0.9952, 1.6139], [-0.0482, -0.4422, -0.0726], [-0.0573, -0.1339, 0.3291], [0.0299, 0.0853, -0.2788], [1.1039, -1.2062, -0.6887], [0.9276, -0.1828, -1.4771], [0.0336, -0.0068, 0.4526], [3.7654, -2.0574, -0.1431], [-0.2235, -0.0742, -0.1373], [-0.7388, -0.9193, 1.2207], [0.0408, 0.2647, 0.0192], [-0.4945, 1.9704, 0.0674], [-0.0119, -0.1058, -0.1250], [-0.2516, -0.1085, -0.1786], [0.3599, -0.7342, 0.4324], [-0.1461, 0.1067, -0.3002], [-0.1894, 0.0666, 0.0398], [-2.0567, 1.2963, -0.5073], [2.8861, -3.9536, -3.2049], [0.2847, -0.4402, -1.1655], [-0.2043, -0.0872, 0.0376], [0.1285, -0.2594, 0.1332], [-0.2402, 0.6979, 0.4797], [0.0894, -0.0855, -0.1161], [-0.0632, 0.2110, -0.3862], [0.1295, -0.3877, 0.2601], [3.5314, 0.1640, 2.8919], [0.5745, 1.0383, 0.6275], [1.8139, -0.4067, 0.5946], [0.5407, 0.0463, -0.0456], [-0.6023, -0.9513, -1.5994], [-0.0303, -0.9460, -2.6219], [-0.0198, 0.1334, 0.1670], [-0.1032, -0.0814, 0.0645], [0.2709, 1.2999, -1.0890], [0.1900, -0.0729, 0.1346], [-0.1020, 0.1965, 0.0306], [-0.5631, -0.3563, -0.3166], [0.0914, -0.2087, 0.5429], [-0.3626, 0.1408, -0.4045], [1.2772, 0.4755, -0.5089], [0.3264, -0.8644, 1.6492], [-1.0209, 0.9842, 0.4713], [-1.4939, -0.4146, 0.7481], [-1.0579, -0.2072, -0.9760], [0.1073, 0.1114, -0.1191], [0.1492, 0.0166, -0.0788], [-1.5086, 0.7336, -0.3781], [0.7190, 0.1981, 0.2413], [-0.0596, 0.0841, -0.1676], [-0.1829, 1.4438, -0.9379], [-0.2877, -1.5226, -1.0754], [0.3772, -0.6653, 0.1208], [-0.0808, 0.2324, 0.1472], [-1.3415, 1.0456, 0.6837], [-2.8773, 1.1815, -0.5617], [-0.1023, -0.1657, -0.1101], [-0.1053, 0.2318, -0.3716], [0.5467, -1.3482, 0.9177], [0.3953, 0.4968, 1.7647], [-1.9867, 2.9277, 2.0227], [0.1662, 0.1242, -1.5745], [0.3653, 0.0160, 0.0053]],
  "spin_multiplicity": 2,
  "s2": 1.76,
  "total_charge": 2,
  "orbital_gap_ev": [4.97, 6.08],
  "lumo_energy_ev": [-8.19, -7.09]
}


{
  "formula": "C22H39Cl3CsF6MgN4O14S3",
  "method": "ωB97M-V/def2-TZVPD",
  "symbols": ["Cl", "C", "H", "H", "H", "H", "Cl", "H", "H", "C", "O", "H", "C", "O", "H", "H", "C", "C", "C", "O", "C", "F", "F", "O", "H", "C", "H", "H", "H", "O", "C", "H", "F", "O", "H", "Cl", "H", "H", "S", "Mg", "H", "C", "H", "H", "O", "O", "C", "N", "F", "C", "H", "N", "C", "H", "C", "N", "O", "C", "C", "H", "H", "O", "H", "O", "O", "C", "S", "C", "H", "H", "S", "H", "H", "H", "H", "F", "C", "O", "H", "H", "C", "Cs", "N", "C", "H", "F", "C", "H", "H", "H", "H", "O", "H"],
  "positions_angstrom": [[3.276, -6.687, 1.920], [-5.269, -3.854, 2.233], [-4.486, -3.423, 2.857], [0.234, 3.185, 1.170], [5.182, 5.448, 2.941], [-1.777, 2.375, -1.839], [4.093, -4.127, 0.844], [-1.522, -0.052, 1.089], [1.941, -4.793, 1.511], [1.928, -1.820, -1.243], [-7.726, -4.247, 1.241], [5.499, 5.174, 4.401], [-0.093, -0.394, -1.686], [-1.965, -8.903, 3.214], [2.652, 8.944, 0.739], [2.656, 6.007, -1.535], [2.283, 6.863, -0.945], [-4.651, -4.454, 0.989], [-1.269, 1.824, -1.030], [-0.075, -4.889, 1.771], [4.255, 7.962, -1.876], [1.541, 0.129, 0.080], [-7.532, -0.948, 0.454], [-3.275, -7.014, 3.992], [3.409, 9.949, -0.521], [-1.959, -0.421, 0.146], [2.838, -2.055, -4.093], [4.399, 6.993, -2.352], [2.899, -3.870, -2.679], [0.228, -3.374, 0.343], [2.905, 3.684, -3.252], [1.804, 3.823, -3.204], [-3.773, -8.095, 1.991], [-2.427, 0.007, -2.172], [-3.924, -5.220, 1.253], [3.042, -4.278, 3.555], [2.504, -2.317, -0.447], [-4.155, -3.682, 0.396], [-2.569, -7.644, 2.920], [2.496, -5.660, 5.470], [4.158, 8.729, -2.647], [2.919, -1.027, -2.148], [-2.685, 2.074, 0.713], [3.707, -0.569, -1.526], [4.768, 5.381, 3.809], [0.438, -6.828, 3.141], [2.954, -4.960, 1.885], [-1.812, -6.687, 1.903], [-1.179, -5.229, 3.818], [-0.587, 2.411, 1.400], [5.120, 8.186, -1.249], [3.057, 7.954, -1.054], [-7.358, -3.125, 1.421], [-0.092, 1.420, 1.412], [-1.749, 2.617, 4.045], [-1.938, 0.344, -3.431], [-6.169, -2.773, 1.907], [0.856, -0.898, -0.555], [3.228, 3.538, -4.769], [2.607, 2.746, -5.201], [-2.409, 2.529, 4.907], [1.261, 6.788, -0.271], [-3.064, -0.361, 0.120], [-2.146, -0.496, -4.215], [3.678, 4.651, -2.769], [-1.422, 0.267, -1.134], [-0.577, -5.991, 2.550], [-1.729, 2.460, 0.318], [-0.182, 2.043, -1.139], [-5.406, -4.907, 0.347], [-0.099, -1.998, 0.574], [4.409, -3.826, -3.292], [3.022, 2.664, -2.831], [-1.897, 3.545, 0.138], [1.363, -2.558, -1.834], [-8.603, -1.301, 2.302], [-8.209, -1.880, 1.153], [0.114, -1.699, 1.970], [4.506, -1.567, -3.539], [-0.309, -1.291, -2.298], [2.687, 9.158, -0.331], [0.070, 4.311, 3.303], [3.772, -3.346, -2.656], [-1.261, 2.649, 2.884], [0.404, 0.336, -2.346], [-9.311, -2.166, 0.458], [3.534, -1.996, -3.225], [-5.781, -4.606, 2.834], [4.271, 3.266, -4.930], [2.395, -0.225, -2.711], [1.696, 9.484, -0.651], [-1.655, -1.845, 0.103], [3.020, 4.458, -5.314]],
  "atomic_forces_ev_per_a": [[0.0769, 0.2286, 0.1635], [0.5121, -0.5505, 0.0436], [-0.1907, 0.2461, -0.0184], [-1.4654, -1.4076, 0.0273], [-0.0559, 0.0406, 0.0311], [0.1439, -0.7272, 0.2076], [-0.1320, 0.0013, 0.3539], [-0.4717, 0.2476, -0.4827], [-0.1052, 0.1085, 0.4034], [-0.0456, 0.7406, 0.4199], [-0.4073, 0.2160, -0.1192], [-0.0702, 0.0428, 0.0159], [-0.4715, 0.1462, 1.3410], [0.9984, 0.5631, -0.2307], [-0.0363, 0.1317, -0.0014], [0.0765, 0.0410, -0.0297], [0.1702, -0.2260, -0.2171], [-0.2001, 0.0674, -0.3253], [0.6660, 0.2109, 1.1038], [-0.6353, -2.2473, 1.1010], [-0.0401, 0.1014, 0.0567], [-0.9103, -0.2288, 0.3444], [0.1233, -0.2762, 0.1379], [0.7101, 0.8419, -0.1807], [0.0188, -0.0865, -0.0467], [-0.5745, -0.2617, -0.7514], [0.4965, 0.2421, 0.3717], [-0.1098, -0.0063, 0.0580], [0.2805, -0.0010, 0.0425], [0.1120, 2.2763, -2.8505], [-0.1789, -0.7547, -0.2881], [-0.0075, 0.7127, -0.0581], [0.4780, 0.6285, -0.6026], [-0.4153, -1.0707, 1.1951], [0.0114, 0.0660, 0.0480], [0.1021, 0.7227, 0.4167], [-0.3344, -0.0555, -0.4849], [0.1193, -0.0084, 0.1176], [-2.8434, -2.7450, 0.9466], [-0.6137, -0.4930, -0.6121], [0.1329, -0.0276, -0.0171], [-0.3000, -0.4944, -0.4358], [0.5428, -0.0570, -0.1889], [-0.3572, -0.2046, -0.3080], [0.0504, -0.1103, -0.0661], [0.1764, -0.2807, 0.5792], [0.1049, -0.8321, -1.4108], [0.8038, 0.4064, 0.4818], [0.0599, -0.0739, 0.1779], [-1.1401, -0.1397, 0.8867], [0.0593, 0.0229, -0.1183], [-0.0810, -0.1235, 0.0356], [0.8107, -0.6077, 0.3441], [-0.2406, 0.5129, 0.2972], [-0.6402, -1.9418, -4.5629], [0.6961, 0.1907, -0.8343], [-0.3395, 0.4360, -0.0173], [0.7722, -0.2658, -2.5018], [-0.0900, -0.1685, -0.8175], [-0.0593, -0.0111, 0.1514], [0.6319, 0.1209, -0.4153], [-0.0986, 0.0512, 0.3123], [0.6235, 0.0808, 0.3134], [-0.4315, 0.3285, 0.2613], [-0.2708, -0.0445, 0.3753], [0.3293, 0.7117, -1.4157], [0.3079, 1.4174, -0.0476], [0.6248, 0.9456, 0.1059], [-0.6452, 0.0792, 0.0305], [-0.0108, -0.0724, 0.1259], [0.2127, -3.2754, 1.7064], [-0.1820, -0.0622, 0.2815], [0.5546, 0.1088, 0.2807], [-0.0989, -0.6516, -0.0029], [0.3477, 0.1461, 0.4134], [0.2503, -0.2603, -0.0319], [-0.7642, 0.8975, -0.3197], [-0.5392, 1.9217, -0.6075], [-0.5968, -0.3200, -0.0484], [-0.2222, 0.5060, 0.4409], [-0.1952, -0.1882, 0.0319], [6.7147, 8.5610, 1.8152], [0.2076, 0.3964, -0.5066], [-4.5048, -5.8716, 1.2395], [-0.0147, -0.3536, 0.4365], [0.3348, -0.2461, 0.1555], [-0.2784, 0.3038, 0.6027], [-0.1694, 0.0728, -0.1405], [-0.0064, 0.0877, 0.2280], [0.3891, -0.3143, 0.4279], [0.0306, 0.0905, 0.0972], [1.7048, 1.0764, 0.3360], [0.0226, 0.0484, 0.1953]],
  "spin_multiplicity": 1,
  "total_charge": 1,
  "orbital_gap_ev": 1.07,
  "lumo_energy_ev": -7.64
}


What is the formula in the first record? C22H39BrMgN4O8P


What is the formula in the first record? C22H39BrMgN4O8P